Below is a molecular structure, C3H3NO2S at a distorted geometry, with properties calculated with the ωB97M-V functional and the def2-TZVPD basis.

Properties
E_HOMO (alpha / beta) = -8.407 / -8.407 eV
energy relative to the best compared isomer or geometry (same formula, charge and spin) = 127.6 kcal per mole
orbital gap (alpha / beta) = 8.544 / 8.545 eV
total energy = -719.37689 a.u.
LUMO energy (alpha / beta) = 0.1 / 0.1 eV
total charge = 0

Each line ends with the Löwdin charge.
Positions of all 10 atoms, in Å:
1 C 1.420520 0.190119 0.109309  -0.2109
2 C 0.894696 -1.033807 -0.057187  -0.0930
3 C -1.012390 0.112718 0.111320  -0.4487
4 N 0.537961 1.268911 0.209861  0.0759
5 O -3.344054 -0.397003 0.094068  -0.6094
6 O -0.514861 -1.073572 -0.066819  -0.0018
7 S -2.468260 0.821559 0.128858  0.9456
8 H 2.536015 0.253121 0.083346  0.1299
9 H 1.454340 -2.007362 -0.012268  0.1384
10 H 0.496036 1.865314 -0.600489  0.0740

Forces on the atoms, in the same order (eV/Å):
0.649 -0.989 -1.088
1.458 -0.309 0.848
4.390 3.733 -0.393
-3.021 -2.968 0.636
-1.029 0.778 -0.133
-0.384 0.162 0.263
0.157 -2.164 0.255
-1.160 0.444 0.197
-1.170 1.159 -0.205
0.109 0.155 -0.378